ORCA calculation (wB97M-V/def2-TZVPD) on 7 unconnected molecules or ions with the total composition C28H77N7O7 at a distorted geometry.

Values from the calculation:
Frontier orbital gap: 9.17 eV
SMILES: COC[C@H](C)N.COC[C@H](C)N.COC[C@H](C)N.COC[C@H](C)N.COC[C@H](C)N.COC[C@H](C)N.COC[C@H](C)N
Calculated total energy: -2022.8234 hartree
LUMO energy: 0.52 eV

ORCA input file:
```
! wB97M-V def2-TZVPD RIJCOSX def2/J DEFGRID3
* xyz 0 1
C -4.51 -3.80 2.49
C -4.75 -2.52 1.72
C -4.38 -2.75 0.25
O -4.78 -1.66 -0.53
C -4.03 -1.43 -1.70
N -6.13 -2.06 1.87
H -5.32 -4.51 2.28
H -4.37 -3.65 3.56
H -3.56 -4.27 2.20
H -4.01 -1.80 2.09
H -4.86 -3.71 -0.05
H -3.31 -2.96 0.12
H -3.06 -1.91 -1.58
H -3.87 -0.37 -1.89
H -4.56 -1.79 -2.59
H -6.22 -1.30 1.20
H -6.72 -2.77 1.41
C -3.22 4.19 3.39
C -2.39 2.99 2.95
C -0.98 3.06 3.49
O -0.23 2.03 2.90
C 0.94 1.76 3.66
N -3.05 1.75 3.35
H -2.69 5.14 3.30
H -3.55 4.11 4.43
H -4.13 4.22 2.78
H -2.28 3.02 1.85
H -1.04 2.86 4.58
H -0.58 4.07 3.34
H 1.35 2.67 4.09
H 1.63 1.15 3.08
H 0.65 1.16 4.53
H -4.05 1.80 3.14
H -2.76 1.00 2.73
C -0.25 0.66 -0.40
C 0.84 -0.35 -0.56
C 0.26 -1.74 -0.49
O -0.18 -2.09 0.82
C 0.82 -2.25 1.77
N 1.37 -0.16 -1.94
H 0.10 1.69 -0.45
H -0.83 0.51 0.52
H -1.09 0.61 -1.11
H 1.67 -0.17 0.13
H 0.93 -2.54 -0.85
H -0.65 -1.83 -1.09
H 1.45 -3.13 1.61
H 0.35 -2.29 2.76
H 1.47 -1.36 1.90
H 1.56 0.84 -2.00
H 2.32 -0.48 -2.10
C -1.56 -1.63 5.50
C -2.95 -1.08 5.84
C -3.42 -1.73 7.12
O -4.75 -1.38 7.43
C -5.68 -2.43 7.23
N -2.80 0.36 6.03
H -1.58 -2.69 5.24
H -0.87 -1.47 6.34
H -1.09 -1.01 4.73
H -3.58 -1.37 4.98
H -2.77 -1.42 7.94
H -3.25 -2.81 7.06
H -5.45 -3.03 6.34
H -6.67 -2.00 7.09
H -5.72 -3.07 8.12
H -2.83 0.83 5.12
H -3.58 0.71 6.57
C 6.82 -1.63 -4.10
C 6.23 -0.45 -3.35
C 5.66 -0.85 -2.02
O 4.74 0.15 -1.61
C 4.55 0.17 -0.22
N 7.35 0.51 -3.04
H 7.65 -2.10 -3.58
H 7.15 -1.31 -5.10
H 6.01 -2.33 -4.34
H 5.53 0.09 -3.99
H 6.49 -0.99 -1.32
H 5.09 -1.78 -2.11
H 3.79 0.90 0.05
H 5.48 0.39 0.32
H 4.21 -0.81 0.16
H 7.54 1.08 -3.87
H 6.86 1.18 -2.45
C 1.32 4.55 -2.15
C 2.80 4.53 -1.78
C 3.66 3.76 -2.73
O 3.10 2.44 -2.87
C 3.11 2.01 -4.20
N 3.37 5.85 -1.55
H 0.82 3.58 -2.12
H 1.16 4.83 -3.21
H 0.73 5.29 -1.61
H 2.84 4.00 -0.82
H 4.66 3.64 -2.29
H 3.81 4.18 -3.72
H 4.11 1.89 -4.63
H 2.53 2.68 -4.84
H 2.69 1.00 -4.23
H 3.18 6.44 -2.36
H 2.94 6.36 -0.79
C -1.42 0.00 -4.96
C -0.08 -0.45 -5.53
C 0.49 -1.65 -4.80
O 1.66 -2.09 -5.47
C 2.32 -3.11 -4.76
N -0.32 -0.74 -6.95
H -1.92 0.65 -5.68
H -1.32 0.61 -4.07
H -2.14 -0.80 -4.77
H 0.60 0.39 -5.45
H -0.25 -2.47 -4.79
H 0.75 -1.38 -3.77
H 3.37 -3.11 -5.07
H 1.89 -4.09 -5.01
H 2.29 -2.95 -3.67
H -1.16 -1.29 -7.07
H 0.47 -1.23 -7.34
*
```

---

ORCA calculation (wB97M-V/def2-TZVPD) on 2 unconnected molecules or ions with the total composition C7H21BO7P2S at a distorted geometry.

Values from the calculation:
Frontier orbital gap: 8.19 eV
SMILES: CS(=O)(=O)B(CCO)PP(=O)(O)O.CCOCC
Calculated total energy: -1911.7373 hartree
LUMO energy: -1.43 eV

ORCA input file:
```
! wB97M-V def2-TZVPD RIJCOSX def2/J DEFGRID3
* xyz 0 1
C -2.26 1.16 2.63
S -2.98 0.06 1.37
O -2.52 -1.35 1.49
O -4.46 0.09 1.60
B -2.79 0.72 -0.39
C -2.04 2.06 -0.78
C -0.72 1.83 -1.58
O -0.96 1.78 -2.98
P -3.63 -0.34 -1.75
P -2.20 -1.78 -2.52
O -1.83 -1.39 -3.94
O -2.94 -3.26 -2.50
O -0.78 -1.80 -1.65
H -2.91 2.03 2.75
H -2.29 0.60 3.58
H -1.22 1.43 2.40
H -2.71 2.63 -1.46
H -1.82 2.72 0.07
H -0.10 2.73 -1.43
H -0.11 0.99 -1.22
H -0.55 0.99 -3.34
H -4.63 -1.13 -1.10
H -3.29 -3.39 -1.61
H -0.14 -1.41 -2.25
C 3.72 -2.20 0.72
C 3.16 -1.07 -0.13
O 2.16 -0.30 0.52
C 2.55 0.35 1.71
C 3.69 1.34 1.52
H 2.92 -2.87 1.04
H 4.45 -2.77 0.15
H 4.21 -1.83 1.62
H 2.68 -1.50 -1.02
H 3.96 -0.42 -0.49
H 2.80 -0.39 2.49
H 1.67 0.88 2.07
H 4.60 0.86 1.18
H 3.91 1.84 2.47
H 3.41 2.10 0.79
*
```

---

ORCA calculation (wB97M-V/def2-TZVPD) on 7 unconnected molecules or ions with the total composition C38H88ClN3O13S at a distorted geometry.

Values from the calculation:
Frontier orbital gap: 9.32 eV
SMILES: COCCCCCCCCC[C@@](Cl)(N=C=O)O[C@@H](O)[C@@H](CCCCS(=O)(=O)O)NCCN.CC(C)O.CC(C)O.CC(C)O.CC(C)O.CC(C)O.CC(C)O
Calculated total energy: -3501.2543 hartree
LUMO energy: 0.31 eV

ORCA input file:
```
! wB97M-V def2-TZVPD RIJCOSX def2/J DEFGRID3
* xyz 0 1
C 1.97 4.26 4.14
O 0.57 3.97 4.06
C -0.17 4.57 5.13
C -0.73 3.50 6.19
C -0.05 2.08 6.04
C -0.73 1.12 4.97
C -1.96 1.73 4.20
C -2.24 0.80 2.91
C -1.36 1.45 1.72
C -2.16 2.49 0.83
C -1.78 2.21 -0.69
C -2.80 1.28 -1.48
Cl -3.74 0.17 -0.32
N -3.81 2.12 -2.19
C -4.88 2.14 -1.54
O -5.97 2.24 -1.15
O -2.07 0.40 -2.34
C -1.94 0.90 -3.67
O -1.28 2.15 -3.76
C -1.03 -0.19 -4.49
C -2.04 -1.28 -5.04
C -1.46 -2.75 -5.17
C -1.14 -3.49 -3.81
C 0.39 -3.47 -3.38
S 1.57 -4.05 -4.69
O 2.28 -2.87 -5.24
O 2.56 -4.93 -4.08
O 0.81 -4.87 -5.91
N -0.33 0.59 -5.54
C 0.09 -0.25 -6.70
C 1.06 0.54 -7.72
N 1.81 -0.51 -8.47
H 2.16 5.25 3.59
H 2.38 4.36 5.20
H 2.61 3.50 3.60
H 0.51 5.29 5.68
H -1.02 5.20 4.71
H -1.85 3.49 6.24
H -0.39 3.90 7.20
H -0.04 1.56 7.05
H 1.04 2.17 5.75
H 0.06 0.75 4.25
H -1.10 0.19 5.51
H -1.71 2.75 3.77
H -2.83 1.75 4.90
H -3.33 0.72 2.66
H -1.86 -0.26 3.07
H -1.04 0.60 1.05
H -0.47 1.98 2.20
H -3.26 2.55 1.04
H -1.73 3.52 1.08
H -0.78 1.68 -0.77
H -1.67 3.18 -1.25
H -2.92 0.92 -4.24
H -0.42 2.10 -3.31
H -0.29 -0.63 -3.76
H -2.94 -1.33 -4.34
H -2.44 -0.99 -6.05
H -0.60 -2.73 -5.90
H -2.27 -3.36 -5.68
H -1.56 -4.54 -3.81
H -1.71 -2.95 -2.99
H 0.50 -4.23 -2.54
H 0.70 -2.49 -2.93
H 1.05 -4.36 -6.72
H 0.56 0.89 -5.11
H 0.72 -1.10 -6.30
H -0.77 -0.60 -7.34
H 1.81 1.18 -7.18
H 0.37 1.11 -8.40
H 1.13 -1.20 -8.82
H 2.36 -1.07 -7.79
C 4.13 6.57 8.66
C 2.98 6.68 7.68
C 1.73 7.25 8.34
O 2.68 5.39 7.15
H 3.88 5.90 9.49
H 5.01 6.15 8.17
H 4.39 7.55 9.07
H 3.27 7.32 6.84
H 1.40 6.61 9.16
H 0.91 7.31 7.63
H 1.92 8.25 8.74
H 2.42 4.82 7.88
C -0.01 -8.25 -1.36
C -1.21 -7.50 -1.93
C -2.35 -8.45 -2.27
O -0.82 -6.78 -3.10
H 0.38 -8.97 -2.09
H 0.80 -7.56 -1.13
H -0.28 -8.79 -0.45
H -1.56 -6.76 -1.21
H -2.03 -9.17 -3.03
H -3.19 -7.90 -2.69
H -2.68 -9.00 -1.39
H -0.51 -7.43 -3.75
C 4.71 -2.73 -12.22
C 3.19 -2.73 -12.31
C 2.67 -1.51 -13.06
O 2.63 -2.75 -11.00
H 5.06 -1.85 -11.68
H 5.06 -3.61 -11.68
H 5.16 -2.73 -13.22
H 2.85 -3.64 -12.82
H 2.96 -0.59 -12.54
H 1.58 -1.52 -13.10
H 3.07 -1.47 -14.08
H 2.92 -1.96 -10.54
C 1.59 -4.05 1.20
C 0.20 -3.75 1.73
C -0.88 -4.27 0.80
O 0.04 -2.34 1.87
H 1.75 -3.57 0.23
H 2.35 -3.65 1.87
H 1.75 -5.12 1.09
H 0.08 -4.20 2.72
H -0.82 -3.79 -0.19
H -1.87 -4.03 1.20
H -0.81 -5.35 0.67
H 0.14 -1.94 1.00
C 4.56 0.31 4.13
C 4.57 1.62 4.89
C 5.90 1.85 5.59
O 3.52 1.61 5.86
H 4.71 -0.54 4.81
H 3.59 0.15 3.64
H 5.34 0.29 3.37
H 4.37 2.45 4.20
H 6.10 1.06 6.32
H 5.88 2.79 6.14
H 6.72 1.88 4.87
H 3.69 0.89 6.47
C -6.97 3.93 6.11
C -5.71 3.12 5.86
C -6.01 1.63 5.78
O -4.78 3.35 6.92
H -7.44 3.64 7.06
H -6.74 4.99 6.18
H -7.70 3.78 5.31
H -5.24 3.45 4.94
H -6.44 1.27 6.72
H -5.10 1.06 5.61
H -6.71 1.41 4.97
H -5.18 3.06 7.75
*
```

---

Q: Among the records above, which one has the highest calculated total energy?
A: C7H21BO7P2S

---

Q: Among the records above, which one has the lowest LUMO energy?
A: C7H21BO7P2S